Entry P
The molecule C3H7ClOS. Source: the Open Molecules 2025 dataset; level of theory: wB97M-V/def2-TZVPD.

Output
highest occupied orbital energy: -0.332 hartree
SMILES: OC[C@@H](Cl)CS
LUMO energy: 0.39 eV
gap between HOMO and LUMO: 9.4 eV

```
! RIJCOSX wB97M-V def2-TZVPD def2/J DEFGRID3
* xyz 0 1
C 0.38032 -1.30772 0.46730
C -0.74358 -0.17349 0.45895
C 0.03989 1.06733 0.08765
H 1.07483 -1.68642 -1.54257
H 1.03977 -0.79200 1.15033
H 0.27675 -2.51040 0.65838
H -1.65097 -0.13985 -0.30467
H -0.35790 1.96864 0.64322
H 1.20851 1.13075 0.48042
H -0.98156 2.34871 -1.87955
O 1.20669 -1.01699 -0.68499
S -0.17165 0.94646 -1.72575
Cl -1.32109 0.16500 2.19128
*
```



Entry Q
A cluster of 2 separate species, C3H7ClOS in total. Source: the Open Molecules 2025 dataset; level of theory: wB97M-V/def2-TZVPD.

Output
highest occupied orbital energy: -0.310 hartree
LUMO energy: -0.78 eV
gap between HOMO and LUMO: 7.7 eV

```
! RIJCOSX wB97M-V def2-TZVPD def2/J DEFGRID3
* xyz 0 1
C -1.42547 0.38612 -0.86608
C -0.21990 -0.48072 -0.38106
C 0.76420 0.21233 0.39110
O 1.80237 0.70190 -0.27653
S 0.62009 0.70586 1.98108
Cl 2.11778 -1.98703 0.89668
H -1.75183 0.85540 0.02778
H -2.18637 -0.27519 -1.27837
H -1.27688 1.13725 -1.60966
H 0.26830 -0.91082 -1.37342
H -0.74109 -1.33316 0.21330
H 2.53347 1.00078 0.23249
H -0.50468 -0.01272 2.04267
*
```



Energy ordering: entry Q at the bottom, the next structure 36.5 kcal/mol above.